No. 1
Density functional theory data (ωB97M-V/def2-TZVPD) for one molecule with the formula C3H6N2O.

Frontier orbital gap ... 10.22 eV
SMILES ... N#C[C@H](O)CN
LUMO ... 0.359 eV
Total charge ... 0
ΔE to the lowest compared entry with this formula, charge and spin ... 38.9 kcal/mol

Last column: Löwdin charge in e.
Positions of all 12 atoms, in Å:
1 N 0.84608 1.34483 -0.83838  0.0009
2 C -0.36300 0.56035 -0.72278  -0.2212
3 C -0.23682 -0.68081 0.24638  -0.3574
4 O 1.02006 -0.63660 0.88624  -0.0288
5 C -1.32959 -0.71035 1.24443  -0.1623
6 N -2.19412 -0.70248 2.01344  0.1523
7 H 1.57706 0.77987 -1.25910  0.0713
8 H 1.18251 1.57498 0.09507  0.0739
9 H -1.18538 1.20742 -0.40048  0.1122
10 H -0.62778 0.18779 -1.72058  0.1141
11 H -0.33836 -1.56818 -0.38154  0.1399
12 H 1.34487 -1.52778 1.04338  0.1051

Cartesian forces, eV/Å:
0.1 0.0 0.2
-0.2 0.0 0.0
-0.1 0.1 -0.3
0.1 -0.1 0.0
-0.7 0.1 0.6
0.9 0.0 -0.8
0.0 0.1 0.0
0.0 0.1 -0.3
0.2 -0.1 0.1
0.0 0.1 0.3
0.1 -0.2 0.2
-0.1 0.0 0.1

***

No. 2
Density functional theory data (ωB97M-V/def2-TZVPD) for C31H79LiN6O13 as an isolated structure.

Frontier orbital gap ... 8.46 eV
LUMO ... 0.145 eV
Total charge ... 0

Last column: Löwdin charge in e.
Positions of all 130 atoms, in Å:
1 Li 5.88245 21.38325 -8.64998  0.6015
2 N 8.34456 19.95813 -7.26391  -0.5214
3 O 7.33095 20.70435 -7.41038  -0.0996
4 O 9.19961 19.88582 -8.17002  -0.0360
5 O 8.48314 19.33826 -6.18708  -0.0237
6 C 11.49261 18.01177 -4.72609  -0.0568
7 C 10.39810 18.28288 -3.67743  -0.5154
8 C 10.89098 18.09050 -2.25327  -0.0677
9 O 9.91197 19.59414 -3.83173  -0.0609
10 H 12.36633 18.65679 -4.64815  0.0775
11 H 11.02026 18.24231 -5.68830  0.0573
12 H 11.75980 16.95502 -4.79712  0.0727
13 H 9.63356 17.50438 -3.80152  0.1342
14 H 11.56353 18.87287 -1.89913  0.0787
15 H 11.43083 17.14325 -2.19119  0.0747
16 H 10.02450 18.05142 -1.59000  0.0737
17 H 9.33863 19.60015 -4.62153  0.0353
18 C 8.37870 21.76485 -12.27891  -0.0452
19 C 7.16531 21.72069 -11.33180  -0.3982
20 C 6.67707 20.28147 -11.20757  -0.1671
21 O 5.61242 20.18259 -10.24865  -0.2698
22 C 5.01939 18.89888 -10.18947  -0.0697
23 N 7.55951 22.11979 -9.97533  0.0226
24 H 9.25703 21.31362 -11.81816  0.0668
25 H 8.61458 22.80614 -12.49936  0.0830
26 H 8.20391 21.21383 -13.20748  0.0803
27 H 6.39875 22.43377 -11.63935  0.1252
28 H 7.49256 19.68549 -10.77193  0.1358
29 H 6.41550 19.75873 -12.13132  0.1311
30 H 5.74748 18.15153 -9.85889  0.1015
31 H 4.64109 18.61671 -11.17558  0.0942
32 H 4.20780 18.94418 -9.46861  0.0822
33 H 8.21956 21.42113 -9.62437  0.0431
34 H 8.14037 22.95589 -10.02065  0.0935
35 C 4.24985 19.55627 -6.43578  -0.0666
36 O 4.39227 20.54719 -7.43890  -0.2601
37 C 3.19449 21.25812 -7.66516  -0.2123
38 C 3.43199 22.17973 -8.84500  -0.1858
39 N 4.64177 23.00051 -8.57649  -0.0905
40 C 4.82976 24.02510 -9.60222  -0.1967
41 C 3.92275 25.25326 -9.57697  -0.2227
42 O 2.81597 25.05337 -10.42564  -0.1966
43 C 1.93610 26.15561 -10.46890  -0.1050
44 H 3.71654 20.01353 -5.59894  0.0800
45 H 5.16760 19.08842 -6.10266  0.0867
46 H 3.57836 18.76667 -6.79785  0.0965
47 H 2.85896 21.78500 -6.76411  0.1340
48 H 2.38329 20.56749 -7.93650  0.1326
49 H 2.56881 22.84522 -8.97495  0.1234
50 H 3.47124 21.62009 -9.77984  0.1210
51 H 4.40088 23.49428 -7.71890  0.1238
52 H 4.81686 23.54115 -10.57773  0.1153
53 H 5.82558 24.45173 -9.44260  0.1167
54 H 4.49081 26.16452 -9.79848  0.1231
55 H 3.54212 25.43888 -8.55713  0.1286
56 H 1.23404 26.03784 -11.28949  0.0876
57 H 2.50839 27.07848 -10.61823  0.0879
58 H 1.38840 26.23390 -9.52222  0.0896
59 C 5.79702 15.14040 -14.06477  -0.1120
60 O 6.35813 14.27146 -13.10300  -0.1868
61 C 7.51231 13.62646 -13.58702  -0.2521
62 C 8.23682 13.01428 -12.39752  -0.2104
63 N 8.83608 14.10493 -11.62214  -0.0627
64 C 9.52958 13.60132 -10.43589  -0.2139
65 C 9.90405 14.76070 -9.54902  -0.2259
66 O 8.74324 15.17202 -8.82322  -0.2056
67 C 8.88841 16.42847 -8.19960  -0.1135
68 H 5.01647 15.71454 -13.56857  0.0824
69 H 5.34488 14.56169 -14.87921  0.0876
70 H 6.53732 15.81829 -14.49962  0.0856
71 H 8.20655 14.28469 -14.12114  0.1199
72 H 7.24814 12.84297 -14.31249  0.1215
73 H 9.00107 12.29085 -12.67493  0.1192
74 H 7.47463 12.48382 -11.80991  0.1196
75 H 8.11483 14.75798 -11.34327  0.1054
76 H 10.45783 13.08595 -10.68802  0.1192
77 H 8.85073 12.92937 -9.89727  0.1216
78 H 10.33443 15.61151 -10.08531  0.1226
79 H 10.61920 14.46979 -8.76832  0.1224
80 H 9.69467 16.42678 -7.46114  0.0864
81 H 7.93015 16.68378 -7.75388  0.0843
82 H 9.11358 17.20670 -8.93872  0.0756
83 C 11.40568 25.35152 -4.04836  -0.1137
84 O 10.52175 24.52304 -4.78471  -0.1851
85 C 11.02927 24.19342 -6.06259  -0.2437
86 C 10.41588 22.86439 -6.48837  -0.2030
87 N 10.50920 22.59393 -7.92103  -0.0545
88 C 11.85971 22.20945 -8.31878  -0.1931
89 C 11.92323 21.87246 -9.79711  -0.2379
90 O 12.26391 22.98378 -10.58865  -0.1809
91 C 12.57539 22.64035 -11.92528  -0.1133
92 H 11.91525 26.06736 -4.70294  0.0825
93 H 12.15175 24.77822 -3.49117  0.0880
94 H 10.77163 25.93559 -3.37749  0.0848
95 H 12.12279 24.07734 -6.03521  0.1109
96 H 10.88346 24.98927 -6.80414  0.1268
97 H 9.35389 22.93044 -6.23625  0.1212
98 H 10.84155 22.05577 -5.87752  0.1243
99 H 9.90457 21.79475 -8.07688  0.0459
100 H 12.13594 21.30325 -7.75482  0.1221
101 H 12.57526 22.98734 -8.05302  0.1192
102 H 11.02512 21.33064 -10.11965  0.1072
103 H 12.68930 21.08973 -9.93398  0.1194
104 H 13.49847 22.05292 -11.89593  0.0885
105 H 12.73855 23.60097 -12.41606  0.0869
106 H 11.79098 22.14172 -12.50348  0.0775
107 C 6.43856 20.64241 -3.91512  -0.0997
108 O 5.14383 21.08851 -3.55956  -0.2091
109 C 4.38276 20.15559 -2.81748  -0.2543
110 C 3.09914 20.84363 -2.43618  -0.1991
111 N 2.42142 20.09450 -1.37628  -0.0695
112 C 1.07019 20.55650 -1.07106  -0.2224
113 C 0.43346 19.58278 -0.09432  -0.2237
114 O 0.37057 18.32346 -0.73794  -0.2033
115 C -0.49744 17.39695 -0.15957  -0.1254
116 H 6.36218 19.66563 -4.40459  0.0661
117 H 7.08035 20.55778 -3.03592  0.0934
118 H 6.85116 21.30214 -4.67313  0.0855
119 H 5.01792 19.87901 -1.95997  0.1285
120 H 4.28152 19.18368 -3.33094  0.1201
121 H 2.48996 21.02472 -3.32720  0.1164
122 H 3.43689 21.73484 -1.90426  0.1284
123 H 2.33538 19.10095 -1.56480  0.1027
124 H 0.44048 20.67733 -1.96488  0.1165
125 H 1.12732 21.56023 -0.63657  0.1198
126 H -0.57727 19.95556 0.11141  0.1212
127 H 1.02501 19.51351 0.82112  0.1271
128 H -1.55265 17.67478 -0.29736  0.0882
129 H -0.30560 17.19678 0.90142  0.0900
130 H -0.36328 16.46213 -0.71091  0.0884

Cartesian forces, eV/Å:
0.8 -0.1 0.3
-0.3 0.3 0.6
0.4 -0.6 0.1
-0.4 -0.1 0.2
-0.1 0.1 -1.0
-1.0 0.0 -0.7
1.3 -0.4 0.1
-0.1 -0.1 0.1
-0.6 0.0 0.0
0.0 -0.1 0.3
0.2 0.0 -0.1
0.2 0.0 0.3
-0.3 0.3 -0.3
0.0 0.1 -0.2
-0.1 0.0 0.1
0.1 0.0 0.1
0.3 0.1 0.2
-0.4 -0.1 -0.2
0.9 -0.5 0.2
0.1 -0.6 0.8
-0.2 0.6 -0.4
0.3 0.0 -0.1
0.2 0.0 0.1
-0.1 0.0 0.2
0.1 0.0 -0.1
-0.1 0.2 -0.1
-0.2 -0.3 -0.3
0.3 0.1 -0.2
-0.3 0.5 -0.2
0.0 0.0 0.0
-0.1 -0.1 0.0
0.0 0.0 0.0
-0.2 0.0 0.2
-0.3 0.1 0.1
-1.4 -0.1 0.1
0.5 -0.1 -0.1
-0.3 -0.4 -0.6
-0.6 0.8 0.5
-1.1 -0.1 -0.5
0.9 0.8 0.2
-0.7 -0.4 0.5
0.0 -0.1 -0.5
0.3 0.2 0.4
0.3 -0.1 0.3
0.4 0.5 -0.3
0.1 -0.1 -0.1
0.3 0.1 0.1
0.0 -0.1 0.1
-0.1 -0.2 0.1
0.6 0.0 0.0
0.5 -0.2 0.2
-0.1 0.2 -0.1
0.1 -0.4 -0.1
0.0 -0.1 -0.5
0.1 -0.2 0.1
0.0 -0.2 0.0
-0.1 0.1 0.0
-0.1 0.1 0.0
-0.3 -0.3 0.0
0.3 0.6 -0.2
0.6 -1.1 -0.2
-0.6 1.0 0.3
0.7 -0.7 -0.3
-0.4 0.8 -0.1
-0.3 0.1 1.5
-0.3 0.0 -0.6
0.0 0.2 -0.5
0.0 0.0 0.0
0.0 0.1 0.0
0.1 0.0 0.1
-0.2 0.4 0.2
-0.2 0.0 0.1
0.1 0.1 -0.2
0.0 -0.2 0.1
-0.1 -0.1 0.1
-0.2 -0.2 -0.3
0.3 -0.2 0.3
-0.1 -0.1 -0.3
0.3 -0.2 -0.3
-0.1 0.0 0.2
0.1 -0.1 0.3
0.1 0.0 0.0
-0.6 0.4 -0.2
0.4 0.1 -0.2
0.8 -0.5 -0.2
-0.6 0.4 0.0
0.0 0.5 0.3
-0.6 -0.5 0.1
1.0 -0.9 0.1
-0.9 0.0 -0.1
0.4 0.8 0.4
0.1 -0.1 0.0
-0.1 -0.1 0.0
0.2 -0.1 0.2
0.0 0.0 0.3
-0.5 0.0 0.1
0.0 -0.1 0.0
0.1 0.0 0.0
0.1 0.0 -0.2
0.2 0.0 -0.1
0.0 0.1 -0.2
-0.4 0.5 -0.1
0.3 0.2 0.1
-0.1 -0.1 -0.5
0.3 -0.1 -0.1
-0.2 -0.3 0.4
-0.4 -0.6 -0.2
-0.4 0.3 -0.6
1.6 -0.2 0.2
0.4 -0.8 1.5
-0.6 -0.3 -0.2
0.6 0.1 0.1
-0.4 0.4 -0.6
0.3 0.2 -0.1
-0.4 -0.6 -0.2
0.2 -0.1 0.2
0.1 0.1 0.0
0.0 0.3 0.2
-0.6 0.2 0.4
-0.4 0.3 -0.4
-0.1 0.3 0.0
-0.3 0.6 -0.7
0.2 0.1 -0.3
-0.1 -0.3 -0.1
0.0 -0.1 0.2
0.0 -0.2 0.3
-0.1 0.0 0.1
0.1 0.2 0.2
0.1 0.2 0.0
0.1 0.1 0.1

***

No. 3
Density functional theory data (ωB97M-V/def2-TZVPD) for one molecule with the formula C6H12O.

Frontier orbital gap ... 10.98 eV
SMILES ... C[C@@H]1C[C@@H]1[C@@H](C)O
LUMO ... 1.093 eV
Total charge ... 0
ΔE to the lowest compared entry with this formula, charge and spin ... 32.2 kcal/mol

Last column: Löwdin charge in e.
Positions of all 19 atoms, in Å:
1 C -0.58000 2.42814 -0.33723  -0.0554
2 C 0.05533 1.05133 -0.45403  -0.4055
3 O 1.28919 1.14789 0.26082  -0.0693
4 C -0.80530 -0.06893 0.12774  -0.2021
5 C -1.05428 -1.44437 -0.43943  -0.0848
6 C -0.09213 -1.28273 0.69506  -0.2952
7 C 1.35530 -1.56269 0.29570  -0.0772
8 H -1.47227 2.56278 -0.95392  0.0808
9 H 0.17799 3.16284 -0.62288  0.0800
10 H -0.83412 2.61532 0.71296  0.0837
11 H 0.31059 0.83792 -1.50036  0.1445
12 H 1.14408 0.67541 1.09161  0.0797
13 H -1.65962 0.30063 0.69691  0.1372
14 H -0.59978 -1.74685 -1.37976  0.1094
15 H -2.02388 -1.89590 -0.25161  0.1012
16 H -0.39924 -1.60332 1.68964  0.1326
17 H 1.57149 -1.10822 -0.67524  0.0831
18 H 1.49798 -2.64250 0.19809  0.0813
19 H 2.12131 -1.17303 0.97350  0.0758

Cartesian forces, eV/Å:
-0.1 0.1 0.0
-0.1 0.0 -0.2
0.0 0.0 0.3
0.1 0.2 0.1
-0.1 -0.1 -0.2
0.1 -0.2 0.1
0.0 -0.1 0.0
0.0 -0.1 0.0
-0.2 0.0 0.0
0.0 0.0 -0.2
0.0 0.0 0.1
0.2 0.3 -0.2
0.3 -0.1 0.1
-0.1 0.2 0.0
0.1 0.2 -0.1
0.1 -0.1 -0.2
-0.1 -0.1 0.1
0.0 0.0 0.1
-0.2 -0.1 0.1

***

No. 4
Density functional theory data (ωB97M-V/def2-TZVPD) for one molecule with the formula CH4NOP.

Frontier orbital gap ... 10.00 eV
SMILES ... NC(=O)P
LUMO ... 0.778 eV
Total charge ... 0
ΔE to the lowest compared entry with this formula, charge and spin ... 25.0 kcal/mol

Last column: Löwdin charge in e.
Positions of all 8 atoms, in Å:
1 C -0.36903 0.65680 0.62289  -0.8026
2 N -0.71885 -0.54416 1.15420  0.0977
3 O -0.12802 1.55421 1.38165  -0.0395
4 P -0.12476 0.87950 -1.34936  0.7597
5 H -0.67861 -0.68723 2.17510  0.1237
6 H -0.82384 -1.36826 0.67197  0.0459
7 H 0.29348 2.36753 -1.27124  -0.0628
8 H 1.20309 0.32014 -1.16821  -0.1221

Cartesian forces, eV/Å:
0.4 0.1 -0.3
0.0 0.6 1.5
0.1 1.2 0.1
0.7 0.9 1.5
0.1 0.7 -1.0
-0.3 -1.8 -1.7
-0.5 -2.2 0.2
-0.6 0.5 -0.3

***

No. 5
Density functional theory data (ωB97M-V/def2-TZVPD) for one molecule with the formula C3H5N3.

Frontier orbital gap ... 8.59 eV
SMILES ... Nc1ncc[nH]1
LUMO ... 0.724 eV
Total charge ... 0
ΔE to the lowest compared entry with this formula, charge and spin ... 25.0 kcal/mol

Last column: Löwdin charge in e.
Positions of all 11 atoms, in Å:
1 C 0.20814 0.57473 0.09869  -0.6043
2 C -0.13621 -1.12731 -1.03902  -0.1901
3 C -0.53780 -1.50709 0.20654  -0.0961
4 H 0.31945 2.73832 -0.24568  0.2043
5 H 0.82443 1.99921 1.55126  0.1219
6 H -0.10106 -1.83573 -1.89943  0.1053
7 H -0.84616 -2.43851 0.63454  0.0874
8 H -0.48805 -0.05294 1.92112  0.1548
9 N 0.51063 1.83591 0.52117  0.0508
10 N 0.23804 0.18930 -1.11946  0.0911
11 N -0.30773 -0.31841 0.94700  0.0750

Cartesian forces, eV/Å:
-0.6 1.8 0.7
-0.8 -2.0 -1.2
0.7 1.5 0.1
1.0 -3.9 3.5
-1.0 -0.1 -3.1
-0.1 1.0 0.7
0.0 -0.1 0.1
-0.1 -0.8 -0.8
0.3 4.5 -0.1
0.8 -1.1 -1.4
-0.2 -0.9 1.5

***

| no. | highest occupied orbital energy (Ha) |
| --- | --- |
| 1 | -0.363 |
| 2 | -0.306 |
| 3 | -0.364 |
| 4 | -0.339 |
| 5 | -0.289 |